Record 1
# C2H3O3

C2H3O3 as an isolated structure in a non-equilibrium geometry (wB97M-V/def2-TZVPD, the OMol25 dataset).

CARTESIAN COORDINATES (ANGSTROEM)
C -0.822 -1.326 -0.347
C -2.018 0.932 0.494
O 2.257 -0.023 0.324
O -0.032 -0.940 -1.161
O -2.191 -0.093 -0.213
H -0.811 0.956 0.843
H 1.661 -0.390 -0.369
H 1.957 0.884 0.428

Calculated values
ΔE to the lowest compared entry with this formula, charge and spin = 3.642 eV
Maximum force = 3.1 eV/A
HOMO energy = -2.33 eV
Total charge = -1
LUMO level = 4.3 eV

=====

Record 2
# C2H3O3Pr

C2H3O3Pr as an isolated structure in a non-equilibrium geometry (wB97M-V/def2-TZVPD, the OMol25 dataset).

CARTESIAN COORDINATES (ANGSTROEM)
O 0.316 0.957 0.787
Pr 1.756 0.153 -0.857
O -0.787 -0.859 0.513
C -0.794 0.498 0.351
O -1.363 0.988 -0.626
C -1.832 -1.745 0.121
H -2.762 -1.313 0.504
H -1.979 -1.794 -0.963
H -1.527 -2.743 0.454

Calculated values
ΔE to the lowest compared entry with this formula, charge and spin = 2.244 eV
2S+1 = 3
Maximum force = 4.8 eV/A
HOMO energy (alpha / beta) = -18.70 / -19.59 eV
Total charge = +2
LUMO level (alpha / beta) = -13.5 / -10.7 eV
⟨S²⟩ = 2.45

=====

Record 3
# C2H3O3S

C2H3O3S as an isolated structure in a non-equilibrium geometry (wB97M-V/def2-TZVPD, the OMol25 dataset).

CARTESIAN COORDINATES (ANGSTROEM)
C 0.173 -0.045 -1.452
C -0.578 0.361 -0.391
O -0.509 0.824 2.224
O -0.126 -0.651 -2.541
O 1.572 0.478 1.060
S 0.164 0.217 1.111
H 1.230 0.338 -1.202
H -1.831 -0.260 -0.090
H -0.096 -1.262 1.282

Calculated values
ΔE to the lowest compared entry with this formula, charge and spin = 3.570 eV
Maximum force = 6.1 eV/A
HOMO energy = -4.39 eV
Total charge = -1
LUMO level = 3.8 eV